# 1
# C19H24N2O6S

A single C19H24N2O6S molecule (ωB97M-V with the def2-TZVPD basis set, the Open Molecules 2025 dataset).

```
! RIJCOSX wB97M-V def2-TZVPD def2/J DEFGRID3
* xyz 0 1
C -1.33 -1.54 0.11
C -0.92 3.01 -0.06
N -1.80 -0.62 2.29
C 5.15 -3.32 -1.72
C -1.39 -0.35 3.64
H 4.65 -1.63 -2.96
H 6.26 -4.00 0.57
H 5.92 -3.71 -2.41
H 1.10 4.22 -1.90
C -2.27 1.99 -1.80
C -2.49 1.25 0.44
C 0.40 4.01 1.65
C -2.87 1.15 -0.88
C 1.38 -1.63 0.68
C 1.84 -2.51 -1.65
C 0.93 -2.01 -0.58
H -0.17 5.44 -1.62
C -1.30 2.92 -1.42
N 3.09 -2.00 -1.64
S -3.17 0.18 1.70
C -0.88 -1.10 1.36
H 4.65 -4.17 -1.24
O 1.46 -3.29 -2.51
C 6.71 -3.16 0.03
O -0.81 3.65 -2.46
H 2.42 -1.70 0.95
O -4.08 -0.75 1.11
H -0.45 4.29 2.28
H 1.15 4.80 1.69
H 7.10 -2.43 0.74
C 0.17 4.64 -2.28
C -1.53 2.16 0.85
C 0.48 -1.18 1.64
O 5.75 -2.49 -0.75
H 0.34 5.04 -3.28
H 0.86 -0.90 2.61
C -0.44 -1.99 -0.84
H 7.53 -3.54 -0.59
H -3.62 0.44 -1.17
H 0.84 3.08 2.01
H -1.30 2.20 1.90
H -0.78 -2.33 -1.80
H -0.61 0.42 3.70
H 3.39 -1.42 -0.87
H -1.03 -1.26 4.12
H -2.27 0.01 4.17
O -3.66 0.98 2.79
H -2.54 1.95 -2.84
O 0.03 3.92 0.30
C 4.14 -2.48 -2.50
H -2.39 -1.55 -0.09
H 3.66 -3.09 -3.27
*
```

Relative energy (zero: lowest compared OMol25 entry of this formula, charge and spin) (kJ/mol): 179.0
HOMO energy (Ha): -0.3144
SMILES string: COCCNC(=O)c1ccc(N(C)S(=O)(=O)c2ccc(OC)c(OC)c2)cc1
Largest force on an atom (eV/A): 1.1
Lowest unoccupied orbital energy (eV): 0.41
Frontier orbital gap (eV): 8.960

Charges in e, computed with natural (NBO), in the same order as the atoms:
1 C -0.27
2 C 0.29
3 N -0.68
4 C -0.07
5 C -0.42
6 H 0.20
7 H 0.17
8 H 0.17
9 H 0.18
10 C -0.23
11 C -0.35
12 C -0.25
13 C -0.18
14 C -0.17
15 C 0.66
16 C -0.17
17 H 0.18
18 C 0.28
19 N -0.61
20 S 2.32
21 C 0.26
22 H 0.17
23 O -0.63
24 C -0.24
25 O -0.49
26 H 0.21
27 O -0.93
28 H 0.18
29 H 0.20
30 H 0.19
31 C -0.24
32 C -0.29
33 C -0.30
34 O -0.55
35 H 0.19
36 H 0.22
37 C -0.14
38 H 0.17
39 H 0.24
40 H 0.18
41 H 0.23
42 H 0.24
43 H 0.18
44 H 0.40
45 H 0.21
46 H 0.25
47 O -0.94
48 H 0.23
49 O -0.52
50 C -0.25
51 H 0.24
52 H 0.24


# 2
# C19H24N2O6S

A single C19H24N2O6S molecule (ωB97M-V with the def2-TZVPD basis set, the Open Molecules 2025 dataset).

```
! RIJCOSX wB97M-V def2-TZVPD def2/J DEFGRID3
* xyz 0 1
C 3.57 -0.37 -0.47
C 2.97 0.62 -1.23
H -5.46 3.33 -1.29
C -3.75 4.04 1.41
C -5.42 4.86 0.27
H -2.09 3.16 2.37
H 4.83 -6.10 0.69
H 4.63 -0.42 -0.32
C 3.42 -3.58 -2.45
C -3.19 1.99 0.04
H 0.81 -2.06 0.49
H 2.52 -5.83 -0.31
H 4.68 -4.86 -1.24
C 2.76 -1.32 0.13
C 1.39 -1.30 -0.01
C -2.90 0.23 -1.45
H 4.12 -3.57 -3.28
O -3.63 1.39 -1.09
H 3.58 1.37 -1.70
C 1.60 0.66 -1.40
C -2.77 4.00 2.52
S 3.47 -2.67 1.07
H -3.28 3.89 3.48
H 2.93 -2.61 -2.39
H 1.14 1.43 -1.99
H 2.01 -5.00 1.18
O -1.02 1.51 -2.20
N -0.60 -0.32 -0.90
H 4.91 -3.13 -0.96
H 4.27 -5.23 2.13
H -3.27 -0.05 -2.44
O -2.27 1.54 0.69
C -6.49 5.85 0.00
H 3.60 -6.82 1.74
O 4.86 -2.40 1.30
H 2.66 -4.34 -2.64
H -6.06 6.85 -0.12
O -4.64 5.04 1.36
H -7.03 5.59 -0.91
C -5.05 3.73 -0.39
C -3.95 3.19 0.35
N 3.25 -3.92 -0.03
H -7.20 5.89 0.83
C 0.79 -0.30 -0.78
C -1.40 0.57 -1.55
C 4.16 -3.89 -1.15
C 3.96 -5.88 1.32
H -1.05 -1.01 -0.32
H -2.20 4.93 2.55
H -3.09 -0.57 -0.73
O 2.63 -2.95 2.20
C 2.86 -5.20 0.52
*
```

Relative energy (zero: lowest compared OMol25 entry of this formula, charge and spin) (kJ/mol): 21.4
HOMO energy (Ha): -0.3157
SMILES string: CCN(CC)S(=O)(=O)c1cccc(NC(=O)COC(=O)c2cc(C)oc2C)c1
Largest force on an atom (eV/A): 1.2
Lowest unoccupied orbital energy (eV): 0.57
Frontier orbital gap (eV): 9.160

Charges in e, computed with natural (NBO), in the same order as the atoms:
1 C -0.21
2 C -0.19
3 H 0.24
4 C 0.37
5 C 0.28
6 H 0.26
7 H 0.20
8 H 0.24
9 C -0.61
10 C 0.78
11 H 0.22
12 H 0.20
13 H 0.20
14 C -0.33
15 C -0.17
16 C -0.16
17 H 0.21
18 O -0.49
19 H 0.22
20 C -0.22
21 C -0.67
22 S 2.33
23 H 0.23
24 H 0.21
25 H 0.26
26 H 0.23
27 O -0.60
28 N -0.59
29 H 0.22
30 H 0.22
31 H 0.22
32 O -0.62
33 C -0.65
34 H 0.21
35 O -0.94
36 H 0.20
37 H 0.23
38 O -0.40
39 H 0.23
40 C -0.29
41 C -0.23
42 N -0.70
43 H 0.23
44 C 0.15
45 C 0.68
46 C -0.23
47 C -0.63
48 H 0.40
49 H 0.23
50 H 0.18
51 O -0.94
52 C -0.21


# 3
# C19H24N2S

A single C19H24N2S molecule (ωB97M-V with the def2-TZVPD basis set, the Open Molecules 2025 dataset).

```
! RIJCOSX wB97M-V def2-TZVPD def2/J DEFGRID3
* xyz 0 1
N 1.37 -0.94 2.07
C 0.14 -0.42 2.33
C 2.10 -1.72 -1.47
H -3.48 1.33 0.60
H -3.40 4.17 1.06
H 0.92 -0.22 -0.50
C 1.56 -1.09 -0.36
H 1.97 -0.96 2.89
C 2.78 -2.59 1.05
C 4.29 -4.35 0.14
C -3.24 5.24 -0.78
H -1.67 2.58 1.80
C -2.44 1.03 0.52
H 4.45 -4.55 1.19
H -2.95 -2.05 2.06
H -1.06 4.53 -3.25
C -1.23 3.46 -1.41
N -0.83 -0.58 1.41
C 1.88 -1.53 0.92
H -2.86 6.13 -2.69
C -2.18 -0.10 1.53
C -1.54 2.24 0.77
C -2.59 5.35 -1.99
H -0.63 -1.17 0.60
H -0.49 1.95 0.65
H 3.91 -5.25 -0.34
C 3.55 -3.45 -2.55
C 3.33 -3.22 -0.05
S -0.10 0.35 3.78
C -2.89 4.25 0.12
H 3.17 -2.99 -3.46
H 4.64 -3.38 -2.55
H -3.08 -1.66 0.34
H 5.25 -4.11 -0.32
C -1.88 3.35 -0.19
C -3.16 -1.25 1.34
C -1.58 4.45 -2.31
H 1.85 -1.36 -2.45
H 3.05 -2.92 2.04
H -0.44 2.76 -1.66
H 3.29 -4.51 -2.56
H -4.03 5.94 -0.53
H -2.27 0.30 2.55
H -2.28 0.65 -0.49
H -4.18 -0.91 1.50
C 2.98 -2.79 -1.34
*
```

Relative energy (zero: lowest compared OMol25 entry of this formula, charge and spin) (kJ/mol): 2.7
HOMO energy (Ha): -0.2942
SMILES string: Cc1ccc(NC(=S)N[C@H](C)CCc2ccccc2)cc1C
Largest force on an atom (eV/A): 0.8
Lowest unoccupied orbital energy (eV): 0.64
Frontier orbital gap (eV): 8.645

Charges in e, computed with natural (NBO), in the same order as the atoms:
1 N -0.60
2 C 0.31
3 C -0.19
4 H 0.21
5 H 0.21
6 H 0.22
7 C -0.27
8 H 0.42
9 C -0.25
10 C -0.65
11 C -0.20
12 H 0.22
13 C -0.39
14 H 0.22
15 H 0.22
16 H 0.21
17 C -0.25
18 N -0.61
19 C 0.13
20 H 0.21
21 C -0.06
22 C -0.45
23 C -0.23
24 H 0.40
25 H 0.21
26 H 0.22
27 C -0.63
28 C 0.09
29 S -0.29
30 C -0.25
31 H 0.22
32 H 0.22
33 H 0.20
34 H 0.22
35 C 0.09
36 C -0.61
37 C -0.19
38 H 0.21
39 H 0.21
40 H 0.20
41 H 0.22
42 H 0.21
43 H 0.24
44 H 0.19
45 H 0.22
46 C -0.04


# 4
# C19H24N4O3

A single C19H24N4O3 molecule (ωB97M-V with the def2-TZVPD basis set, the Open Molecules 2025 dataset).

```
! RIJCOSX wB97M-V def2-TZVPD def2/J DEFGRID3
* xyz 0 1
C -1.40 -2.04 3.44
H -2.73 -3.38 -2.73
C 3.77 0.81 0.12
H -4.09 -3.75 3.03
C -3.79 -3.13 3.88
N -1.97 -2.09 -1.21
H -4.21 -2.07 -4.52
C -4.02 -1.16 -3.97
H 5.37 2.04 0.87
C -2.48 -2.53 3.64
N -0.76 -0.76 0.92
H 3.47 0.35 -0.82
H 7.19 1.02 -0.52
H 0.60 -2.16 2.80
H 5.05 2.26 -0.85
C -0.11 -1.41 3.18
C -4.17 1.20 -3.50
C -2.90 -0.21 -2.04
H -3.14 1.91 -1.76
H 0.76 0.93 0.10
C -4.48 0.05 -4.30
H -0.91 0.49 2.54
H -5.10 0.16 -5.18
H -3.77 -3.77 4.76
H 1.53 3.47 0.11
C 5.12 1.50 -0.05
H 6.35 -0.22 0.40
H -4.55 -2.37 4.02
N 1.44 0.97 0.85
C 6.23 0.52 -0.39
H 3.88 0.00 0.85
H -0.74 -1.76 0.73
C 2.32 2.86 -0.34
O 1.89 0.49 3.01
O 1.88 2.29 -1.56
O -1.64 1.21 0.21
H 3.21 3.48 -0.49
H 2.95 2.16 1.57
H -4.56 2.17 -3.79
H 6.01 -0.01 -1.32
C -0.22 -0.27 2.16
C 1.15 0.42 2.04
C -3.39 1.08 -2.39
H 1.46 2.96 -2.09
H 0.33 -1.01 4.09
C -2.64 -2.40 -2.29
C -2.11 -0.74 -1.04
C -1.50 0.00 0.08
N -3.23 -1.29 -2.84
C 2.65 1.72 0.62
*
```

Relative energy (zero: lowest compared OMol25 entry of this formula, charge and spin) (kJ/mol): 278.5
HOMO energy (Ha): -0.2999
SMILES string: CC#CC[C@H](NC(=O)c1ncn2ccccc12)C(=O)N[C@H](CO)CCC
Largest force on an atom (eV/A): 0.1
Lowest unoccupied orbital energy (eV): 0.37
Frontier orbital gap (eV): 8.529

Charges in e, computed with natural (NBO), in the same order as the atoms:
1 C -0.04
2 H 0.20
3 C -0.40
4 H 0.23
5 C -0.68
6 N -0.43
7 H 0.22
8 C 0.01
9 H 0.20
10 C 0.01
11 N -0.61
12 H 0.21
13 H 0.21
14 H 0.23
15 H 0.19
16 C -0.47
17 C -0.21
18 C 0.11
19 H 0.26
20 H 0.43
21 C -0.25
22 H 0.24
23 H 0.23
24 H 0.23
25 H 0.18
26 C -0.40
27 H 0.20
28 H 0.23
29 N -0.61
30 C -0.60
31 H 0.21
32 H 0.43
33 C -0.07
34 O -0.65
35 O -0.74
36 O -0.66
37 H 0.17
38 H 0.23
39 H 0.22
40 H 0.20
41 C -0.12
42 C 0.68
43 C -0.18
44 H 0.48
45 H 0.27
46 C 0.15
47 C 0.01
48 C 0.64
49 N -0.32
50 C -0.07


Which value of largest force on an atom does entry 1 give?
1.1 eV/A


Look up the relative energy (zero: lowest compared OMol25 entry of this formula, charge and spin) of the third one.
2.7 kJ/mol


What is the formula in the fourth record?
C19H24N4O3


The highest largest force on an atom belongs to which entry?
number 2